(1)
{
  "formula": "C26H21N8PdSe2",
  "method": "ωB97M-V/def2-TZVPD",
  "e_tot_ha": -6371.97746,
  "spin_multiplicity": 1,
  "fmax_ev_per_a": 0.3,
  "gap_ev": 5.63,
  "total_charge": 1,
  "elements": ["Pd", "N", "C", "C", "C", "C", "C", "C", "C", "C", "C", "C", "C", "C", "N", "C", "C", "C", "C", "N", "H", "H", "H", "H", "H", "H", "H", "H", "H", "H", "Se", "N", "C", "C", "C", "C", "N", "C", "N", "H", "H", "H", "C", "N", "C", "C", "N", "C", "C", "Se", "H", "H", "H", "H", "H", "H", "H", "H"],
  "positions_angstrom": [[0.162, -0.738, -0.078], [-4.917, 6.971, -4.482], [-4.385, 6.078, -3.995], [-3.717, 4.960, -3.383], [-2.512, 5.156, -2.714], [-1.873, 4.080, -2.122], [-2.425, 2.806, -2.206], [-3.630, 2.616, -2.875], [-4.279, 3.688, -3.461], [-1.733, 1.654, -1.561], [-1.130, 0.716, -2.391], [-1.225, 0.662, -3.805], [-0.659, -0.524, -4.206], [-0.201, -1.155, -3.036], [-0.465, -0.429, -1.954], [-1.819, 1.569, -0.170], [-2.637, 2.357, 0.675], [-2.573, 1.798, 1.934], [-1.714, 0.693, 1.827], [-1.255, 0.553, 0.583], [-2.084, 6.148, -2.659], [-0.939, 4.227, -1.595], [-4.062, 1.625, -2.930], [-5.218, 3.548, -3.978], [-1.681, 1.415, -4.426], [-0.568, -0.910, -5.207], [0.311, -2.103, -2.984], [-3.224, 3.204, 0.361], [-3.087, 2.117, 2.826], [-1.448, 0.002, 2.613], [1.816, 0.001, 2.843], [1.680, -1.018, 4.273], [0.899, -2.035, 3.967], [0.522, -3.087, 4.860], [-0.304, -4.038, 4.371], [-0.761, -3.971, 3.006], [-0.444, -3.048, 2.151], [0.383, -2.073, 2.622], [0.770, -1.060, 1.864], [0.891, -3.089, 5.876], [-0.640, -4.860, 4.987], [-1.429, -4.747, 2.647], [3.830, 0.279, -0.533], [4.026, -0.877, 0.335], [4.987, -0.995, 1.315], [4.822, -2.209, 1.884], [3.756, -2.811, 1.251], [3.246, -4.149, 1.532], [3.283, -1.995, 0.293], [1.867, -2.340, -0.883], [4.664, 0.960, -0.389], [2.893, 0.779, -0.289], [3.788, -0.050, -1.568], [5.702, -0.216, 1.514], [5.368, -2.695, 2.673], [3.899, -4.614, 2.264], [3.239, -4.737, 0.618], [2.230, -4.091, 1.916]],
  "nbo_charge": [0.746, -0.272, 0.262, -0.165, -0.158, -0.153, -0.084, -0.194, -0.154, 0.233, -0.022, -0.170, -0.315, 0.049, -0.472, -0.025, -0.179, -0.318, 0.016, -0.500, 0.235, 0.220, 0.232, 0.239, 0.237, 0.238, 0.209, 0.236, 0.236, 0.194, 1.053, -0.565, 0.063, -0.145, -0.245, 0.123, -0.414, 0.286, -0.677, 0.250, 0.245, 0.215, -0.409, -0.344, -0.057, -0.062, -0.343, -0.403, 0.264, -0.121, 0.227, 0.222, 0.248, 0.248, 0.249, 0.226, 0.241, 0.222]
}

---

(2)
{
  "formula": "C7H10",
  "method": "ωB97M-V/def2-TZVPD",
  "e_tot_ha": -272.43350,
  "spin_multiplicity": 1,
  "fmax_ev_per_a": 0.4,
  "gap_ev": [7.64, 7.89],
  "elements": ["C", "C", "C", "C", "C", "C", "C", "H", "H", "H", "H", "H", "H", "H", "H", "H", "H"],
  "positions_angstrom": [[-1.281, -0.429, 0.837], [-0.434, -0.902, -0.379], [-0.348, 0.302, -1.173], [0.426, 1.169, -0.223], [1.743, 0.334, -0.166], [0.861, -0.689, 0.541], [-0.034, 0.433, 1.122], [-2.247, 0.035, 0.615], [-1.385, -1.203, 1.608], [-1.452, -1.352, -1.283], [-1.961, -0.619, -1.613], [-0.475, 0.437, -2.237], [0.437, 2.252, -0.354], [2.214, 0.063, -1.118], [2.475, 0.795, 0.504], [1.223, -1.528, 1.139], [0.162, 0.899, 2.094]],
  "nbo_charge": [-0.401, -0.198, -0.077, -0.305, -0.386, -0.248, -0.209, 0.210, 0.208, 0.120, -0.029, 0.232, 0.225, 0.206, 0.217, 0.220, 0.214]
}